Formula: C20H28NO2PtS
Source: OMol25
Level of theory: ωB97M-V/def2-TZVPD

```
53
Properties=species:S:1:pos:R:3:forces:R:3:mulliken_charge:R:1
O 0.480 0.329 -4.524 -0.12 0.44 -1.07 -0.373
C 0.341 1.629 -5.170 0.01 0.19 0.24 -0.437
C 0.111 1.034 -6.565 0.12 -0.47 0.77 -0.840
H 1.262 2.218 -5.087 -0.23 -0.05 0.17 0.287
H -0.518 2.183 -4.773 0.27 -0.03 0.10 0.253
C 0.312 -0.322 -5.820 -0.11 -0.07 -0.71 1.552
H 0.889 1.263 -7.296 -0.27 -0.01 0.01 0.301
H -0.899 1.176 -6.958 0.26 0.02 -0.07 0.300
C 1.564 -1.059 -6.258 0.07 -0.15 0.13 -1.653
H 2.432 -0.389 -6.267 -0.15 -0.13 0.07 0.372
H 1.427 -1.464 -7.269 0.01 0.11 0.19 0.387
H 1.762 -1.897 -5.579 0.05 0.15 -0.09 0.368
C -0.904 -1.228 -5.849 0.00 -0.14 0.13 -1.673
H -1.805 -0.687 -5.539 0.18 -0.11 0.00 0.367
H -0.745 -2.083 -5.179 -0.13 0.15 -0.06 0.374
H -1.059 -1.615 -6.865 0.03 0.09 0.18 0.388
Pt 0.022 -0.059 3.937 0.91 2.67 1.91 1.729
C -2.024 -0.566 4.561 -0.64 1.30 -0.59 -0.689
C -1.861 0.874 4.705 -1.38 -0.78 -0.95 -0.677
C -1.821 1.439 3.373 -0.64 -0.40 0.64 -0.796
H -1.887 1.436 5.635 0.34 -0.33 -0.29 0.681
C -2.139 0.409 2.449 -1.04 -1.31 0.04 -0.001
C -2.103 -0.842 3.136 -2.80 1.46 -0.56 -1.241
H -2.267 -1.821 2.689 0.01 0.27 0.17 0.488
H -2.125 -1.280 5.367 0.12 0.14 -0.03 0.404
H -1.698 2.492 3.149 -0.12 -0.10 0.07 0.432
H -2.480 0.562 1.427 0.58 -0.12 0.07 0.601
C 1.312 -1.834 4.994 1.07 -0.68 -0.60 -0.541
C 0.265 -2.333 4.148 1.45 -0.45 -0.87 -1.003
C 0.532 -1.862 2.796 1.58 -1.42 0.21 -0.942
H -0.566 -2.965 4.440 0.17 0.20 0.02 0.519
C 1.759 -1.092 2.837 -0.47 -0.60 0.29 -0.345
C 2.201 -1.037 4.204 0.40 -2.11 -0.13 -0.557
H 3.109 -0.555 4.555 -0.39 0.02 -0.04 0.408
H 1.445 -2.068 6.047 -0.28 0.35 -0.21 0.443
H -0.031 -2.113 1.910 0.09 0.00 0.11 0.599
H 2.296 -0.714 1.974 -0.24 0.12 0.23 0.444
O 0.267 0.565 1.126 0.13 0.42 -1.95 -0.157
C -0.039 -0.260 -0.021 0.39 -0.18 0.56 -0.686
C -0.283 0.662 -1.204 -0.38 0.29 0.08 -0.313
H -0.899 -0.898 0.229 0.16 0.26 -0.05 0.289
H 0.826 -0.919 -0.200 -0.14 0.06 -0.03 0.288
C 0.568 1.889 -0.847 0.35 -0.41 -0.08 -0.649
H -1.347 0.940 -1.228 0.19 -0.02 -0.06 0.266
H -0.013 0.221 -2.168 -0.08 0.05 0.19 0.188
C 0.513 1.909 0.676 -0.29 -0.17 0.59 -0.457
H 0.215 2.816 -1.306 0.05 -0.07 0.07 0.352
H 1.602 1.704 -1.167 -0.14 0.13 -0.05 0.279
H -0.313 2.539 1.040 0.17 -0.05 -0.05 0.148
H 1.445 2.248 1.148 -0.20 0.02 -0.13 0.240
S 0.820 1.272 5.683 0.88 1.09 1.57 -0.547
C 0.220 0.377 6.983 -0.42 -0.67 1.63 0.524
N -0.172 -0.221 7.923 0.62 1.03 -1.77 -0.696
```
Forces are in eV/Å.

As for the expectation value of S²: 2.014. As for the charge: -1. The HOMO energy (alpha / beta) is -1.98 / -2.05 eV. Its multiplicity is 3.

=====

Formula: C4H8N2O
Source: OMol25
Level of theory: ωB97M-V/def2-TZVPD

```
15
Properties=species:S:1:pos:R:3:forces:R:3:mulliken_charge:R:1
C -1.540 -0.562 -0.797 -1.42 0.01 -0.85 -0.165
C -1.160 0.899 -0.625 2.07 1.16 -3.22 -0.631
C 0.134 1.114 0.199 -2.13 -2.04 0.79 -0.476
C 1.680 -0.609 0.842 0.61 0.36 -3.01 -0.643
N 1.084 0.164 -0.249 -0.57 -1.70 1.70 -0.459
N -0.649 -1.337 -0.369 1.85 -1.76 1.28 0.324
O -0.195 -2.443 0.011 -1.85 1.75 -1.51 -0.594
H -2.533 -0.913 -1.348 2.13 0.66 1.43 0.342
H -0.947 1.436 -1.640 -0.47 -1.37 1.18 0.211
H -1.869 1.536 -0.228 -2.09 0.81 1.01 0.433
H 0.619 1.994 -0.110 -0.07 2.03 0.26 0.409
H -0.228 1.026 1.299 1.23 0.40 -1.37 0.328
H 1.495 -0.238 1.822 -0.88 -0.17 0.96 0.311
H 1.385 -1.658 0.530 0.75 0.63 1.24 0.325
H 2.724 -0.409 0.662 0.85 -0.76 0.12 0.286
```
Forces are in eV/Å.

The HOMO energy (alpha / beta) is -8.99 / -8.84 eV.

=====

Formula: C8H11B
Source: OMol25
Level of theory: ωB97M-V/def2-TZVPD

```
20
Properties=species:S:1:pos:R:3:forces:R:3:mulliken_charge:R:1
B 2.576 -1.848 0.292 -0.49 1.93 -1.39 0.237
C 2.550 -0.495 -0.701 -0.16 0.40 0.59 -0.618
C 1.144 0.303 -0.272 -2.75 0.51 0.41 0.438
C 1.085 1.839 0.298 -3.80 -2.01 -0.18 -0.527
C -0.364 2.491 0.730 -0.25 -4.23 -1.39 -0.336
C -1.747 1.574 0.593 3.26 -1.52 -1.15 -0.456
C -1.695 0.030 -0.017 3.25 1.57 0.28 0.473
C -3.028 -0.935 -0.219 0.83 0.78 0.15 -0.893
C -0.241 -0.615 -0.450 -0.60 4.25 1.85 -0.411
H 3.029 -1.768 1.383 0.03 -0.10 0.05 -0.051
H 2.072 -2.823 -0.161 0.07 -0.20 0.21 -0.073
H 2.519 -0.827 -1.830 -0.04 0.98 2.20 0.214
H 3.515 0.161 -0.472 -2.25 -1.11 -0.67 0.250
H 2.045 2.498 0.412 -2.00 -1.60 -0.31 0.260
H -0.473 3.591 1.156 0.42 -2.64 -1.05 0.268
H -2.797 2.020 0.933 2.59 -1.05 -0.85 0.233
H -3.932 -0.498 0.424 2.04 -1.11 -1.47 0.288
H -3.312 -0.936 -1.376 0.56 -0.06 2.62 0.243
H -2.726 -2.034 0.135 -0.85 2.51 -0.81 0.273
H -0.220 -1.728 -0.857 0.14 2.67 0.91 0.189
```
Forces are in eV/Å.

The SMILES is BCc1cccc(C)c1. The HOMO energy is -8.27 eV.

=====

Formula: C39H34Br4N6O5PW
Source: OMol25
Level of theory: ωB97M-V/def2-TZVPD

```
90
Properties=species:S:1:pos:R:3:forces:R:3:mulliken_charge:R:1
W 0.720 -1.288 -0.642 -0.69 0.67 -1.57 1.742
C 2.301 -0.604 6.287 0.04 0.08 -0.06 -1.434
C 0.865 -0.215 5.948 -0.01 0.04 -0.01 0.405
C 0.565 1.233 6.324 -0.11 -0.02 -0.02 -1.463
C 0.556 -0.521 4.470 -0.04 -0.09 0.04 0.203
C -0.927 -0.814 4.180 -0.02 0.05 0.03 -0.827
O -1.314 0.204 3.224 0.17 0.01 -0.04 -0.433
C -0.212 0.936 2.988 -0.34 -0.08 -0.21 0.467
N 0.867 0.620 3.578 0.08 -0.10 0.09 0.134
C -0.488 2.166 2.202 0.08 0.11 0.09 -0.606
C -0.685 3.266 3.046 0.11 0.01 0.02 -0.535
C -1.100 4.489 2.563 0.00 0.00 -0.03 -0.841
C -1.352 4.626 1.206 0.00 0.00 0.03 -1.006
C -1.158 3.546 0.368 -0.02 -0.01 -0.04 -0.611
C -0.704 2.301 0.829 -0.15 0.04 -0.12 0.591
P -0.563 1.069 -0.548 0.06 -0.12 0.01 0.432
C -2.278 1.052 -1.149 0.07 0.03 -0.06 1.095
C -3.189 0.316 -0.391 0.00 -0.01 0.02 -0.631
C -4.521 0.267 -0.762 0.00 0.01 0.00 -0.632
C -4.952 0.947 -1.895 0.01 0.01 0.01 -0.552
C -4.050 1.680 -2.650 -0.01 0.00 0.00 -0.938
C -2.712 1.734 -2.279 0.00 0.02 0.03 -0.298
C 0.448 1.979 -1.766 0.00 -0.08 -0.07 1.036
C 0.498 1.460 -3.062 -0.06 0.07 -0.02 -0.814
C 1.323 2.035 -4.016 -0.03 0.04 -0.02 -0.982
C 2.135 3.111 -3.681 0.00 -0.01 0.00 -0.839
C 2.116 3.612 -2.386 0.01 -0.01 0.01 -0.860
C 1.273 3.053 -1.433 0.07 -0.05 0.06 -0.544
H 2.581 -0.258 7.282 -0.02 -0.03 0.01 0.418
H 3.002 -0.158 5.575 0.00 0.04 0.02 0.221
H 2.438 -1.685 6.251 0.00 0.00 -0.03 0.388
H 0.186 -0.848 6.529 0.10 -0.07 0.04 0.278
H 1.148 1.930 5.722 0.05 -0.01 0.03 0.271
H 0.805 1.404 7.373 -0.03 0.00 0.01 0.500
H -0.494 1.473 6.187 0.01 0.01 -0.03 0.319
H 1.180 -1.364 4.166 -0.09 -0.07 0.07 0.468
H -1.565 -0.700 5.055 0.01 0.01 0.00 0.513
H -1.095 -1.788 3.726 0.00 0.02 -0.01 0.245
H -0.516 3.134 4.108 0.00 0.00 0.00 0.426
H -1.243 5.320 3.241 -0.01 0.00 0.00 0.456
H -1.705 5.564 0.800 0.00 0.00 0.00 0.457
H -1.371 3.672 -0.686 0.02 -0.01 0.01 0.478
H -2.855 -0.223 0.489 0.00 -0.01 -0.01 0.405
H -5.222 -0.308 -0.173 0.00 0.00 0.00 0.462
H -5.993 0.902 -2.189 0.00 0.00 0.00 0.450
H -4.384 2.214 -3.529 0.00 0.00 0.00 0.447
H -2.017 2.314 -2.873 0.02 0.00 -0.02 0.395
H -0.097 0.594 -3.326 0.00 0.02 0.00 0.548
H 1.340 1.631 -5.019 -0.02 0.04 0.04 0.752
H 2.781 3.556 -4.426 0.00 0.00 0.00 0.416
H 2.743 4.452 -2.118 0.00 0.00 0.00 0.450
H 1.265 3.460 -0.430 -0.01 0.01 -0.01 0.340
N 3.683 0.571 -1.250 -0.04 -0.11 -0.07 -0.267
N 3.861 1.038 0.044 0.08 -0.13 0.02 -0.213
C 3.115 0.561 1.038 0.09 0.66 0.05 -0.117
N 3.388 0.851 2.299 0.20 0.13 -0.26 -0.271
N 1.969 -0.099 0.740 0.22 -0.84 0.44 0.125
N 1.664 -1.133 1.597 0.14 0.08 0.74 1.151
O 0.431 -1.456 1.495 0.19 -0.41 0.08 -0.759
O 2.454 -1.737 2.245 0.01 0.08 0.23 -0.624
H 4.519 0.119 -1.598 0.01 0.03 0.01 0.307
H 3.363 1.308 -1.869 -0.02 0.01 0.01 0.154
H 4.574 1.722 0.260 -0.03 0.01 -0.01 0.198
H 4.254 1.297 2.553 0.03 -0.02 -0.05 0.246
H 2.611 0.817 2.974 -0.21 -0.01 0.13 0.198
Br 4.907 -3.473 -5.749 0.00 0.00 0.00 -0.155
C 3.982 -3.319 -4.119 0.00 0.01 -0.01 0.217
C 4.182 -4.259 -3.099 0.00 0.00 0.00 0.208
Br 5.385 -5.682 -3.337 0.00 0.00 0.00 -0.141
C 3.493 -4.144 -1.891 -0.07 -0.04 -0.05 -0.090
Br 3.710 -5.331 -0.456 0.00 -0.01 0.01 -0.093
C 2.596 -3.102 -1.736 0.09 0.14 0.04 0.330
O 1.878 -2.854 -0.626 0.17 -0.07 0.13 -0.728
C 2.412 -2.150 -2.736 0.03 -0.07 0.01 -0.135
O 1.569 -1.164 -2.409 -0.16 -0.02 -0.09 0.239
C 3.099 -2.255 -3.935 0.06 0.01 0.05 -0.399
Br 2.818 -0.916 -5.223 0.03 -0.07 -0.02 -0.032
C -1.024 -2.018 -1.362 -0.06 0.09 0.31 -0.028
C -2.060 -2.418 -1.866 0.01 -0.08 0.00 0.447
C -3.272 -2.884 -2.457 -0.02 0.04 0.03 0.144
C -3.895 -2.127 -3.453 0.00 0.01 -0.01 -0.216
C -5.081 -2.566 -4.014 0.00 0.00 0.00 -0.622
C -5.651 -3.760 -3.590 0.00 0.00 0.01 -0.444
C -5.036 -4.516 -2.601 0.00 0.00 0.00 -0.541
C -3.850 -4.083 -2.032 0.00 0.01 0.00 -0.614
H -3.443 -1.197 -3.771 0.00 0.00 0.00 0.451
H -5.561 -1.980 -4.786 0.00 0.00 0.00 0.426
H -6.577 -4.102 -4.032 0.00 0.00 0.00 0.403
H -5.481 -5.446 -2.274 0.00 0.00 0.00 0.408
H -3.361 -4.664 -1.262 0.00 0.00 0.00 0.477
```
Forces are in eV/Å.

As for the expectation value of S²: 2.020. As for the charge: +1. The HOMO energy (alpha / beta) is -10.15 / -10.24 eV. Its multiplicity is 3.